Below is a single C38H53N3O3 molecule, with properties calculated with wB97M-V/def2-TZVPD.

The geometry in XYZ format:
```
97
Properties=species:S:1:pos:R:3:forces:R:3
O -3.01329 -3.23017 -1.90181 -0.1 -0.2 0.2
O 2.37095 -1.75019 4.18023 0.4 -0.2 0.0
O -1.24263 0.79779 3.59775 -0.3 0.1 0.2
N -2.14270 1.36149 0.63381 0.0 -0.1 -0.1
N 0.92231 -0.23725 5.07589 -0.2 0.4 0.4
N -0.00974 -0.53386 2.27684 0.2 -0.3 0.1
C 1.13778 1.79631 -4.94225 0.1 0.1 -0.2
C 0.40980 -2.93925 2.59098 0.0 0.2 0.0
C 2.38143 -0.58028 7.00362 0.0 0.1 -0.2
C -1.74712 1.57652 -2.43142 0.0 -0.1 0.1
C 0.13104 -1.59244 3.26729 0.2 -0.1 0.1
C -1.71140 -4.71065 -4.04763 0.0 0.1 0.0
C 0.17837 -3.31571 -5.51342 0.1 0.0 -0.1
C -0.70614 -2.63188 -4.69890 -0.2 0.0 0.1
C -2.63510 -2.57209 -3.09512 -0.1 0.3 -0.3
C 0.12357 -4.69750 -5.59241 0.1 0.0 -0.1
C -0.01414 0.10552 -1.73678 -0.1 0.0 0.0
C -1.65834 -3.32619 -3.96279 -0.1 0.0 0.0
C 0.96869 1.48192 6.75271 0.1 -0.2 -0.1
C 0.73792 0.47762 -2.83516 0.1 0.0 0.0
C 1.47988 3.64230 0.72422 0.0 -0.2 0.2
C 0.89034 4.53117 2.98679 0.1 -0.3 -0.1
C -2.11392 0.26609 -0.32804 0.1 0.0 0.0
C 1.42949 0.54710 -5.78576 0.0 0.2 0.1
C -0.86798 1.53705 1.32423 -0.2 0.6 0.1
C -0.99122 1.95251 -3.52737 0.0 0.0 -0.1
C -1.27541 0.64271 -1.51991 0.0 -0.1 0.0
C -0.70050 2.97998 1.81417 0.3 -0.3 0.1
C -2.12107 -3.23698 -0.86987 0.2 0.0 0.2
C -1.83087 -3.35893 1.51764 0.0 0.0 -0.1
C 2.94644 1.12644 5.24795 -0.1 -0.1 0.1
C 1.81256 0.44230 6.01777 0.3 0.0 0.1
C 0.06022 -3.02059 0.10669 -0.1 -0.1 0.2
C 0.26828 1.40996 -3.75604 0.0 0.0 0.0
C -3.29983 1.29449 1.50205 -0.1 0.0 0.0
C -0.72082 0.58412 2.51219 0.3 0.0 -0.4
C -0.46385 -3.13365 1.38574 0.2 -0.1 0.0
C 0.77365 3.33587 2.04323 -0.2 0.2 0.0
C 0.47321 2.83711 -5.84715 0.1 -0.2 0.2
C -2.64957 -3.41516 0.40963 -0.1 0.0 -0.2
C -0.82007 -5.39341 -4.85605 0.0 -0.1 0.0
C 2.45408 2.38841 -4.41821 -0.1 -0.1 -0.1
C 1.28217 -1.21334 4.23357 -0.7 -0.1 -0.2
C -0.74964 -3.07145 -1.01551 -0.2 0.0 -0.3
H -0.86388 -6.47099 -4.91306 0.0 -0.1 0.0
H -0.65737 -1.55436 -4.62215 0.0 0.1 0.0
H 1.93420 4.79188 3.14781 0.1 0.1 0.0
H 0.53365 2.18503 6.04551 -0.1 0.1 -0.1
H -3.39985 0.32969 2.01860 0.0 0.0 0.1
H -0.30952 -2.97124 -1.99474 0.0 0.0 0.0
H 3.07973 2.70516 -5.24992 0.1 0.0 -0.1
H 0.38284 -0.62602 -1.04781 0.0 -0.1 0.1
H 0.47641 -0.65926 1.40314 -0.1 0.1 -0.1
H -3.23358 2.07840 2.25082 -0.1 0.0 0.1
H 0.81757 -5.23069 -6.22510 0.1 0.0 0.0
H 0.24071 -3.72747 3.32643 0.1 0.0 0.0
H 1.92711 -0.22062 -5.19932 0.1 -0.1 0.1
H 2.54117 1.85622 4.54964 0.0 0.1 -0.1
H 0.16312 0.99875 7.30080 -0.1 0.0 0.1
H 1.13743 3.07229 -6.67635 0.1 0.0 -0.1
H -2.23437 -1.57481 -2.86446 0.0 -0.1 0.0
H -3.71201 -3.57258 0.51004 -0.1 0.0 0.0
H 0.01325 0.19073 4.92259 0.1 -0.2 -0.1
H 1.26511 2.47530 2.51475 0.0 0.0 0.0
H -0.80830 -1.62190 3.83135 0.1 0.0 -0.1
H 3.51254 0.38358 4.69271 0.1 0.0 -0.1
H -0.08838 1.32270 0.58786 0.0 0.0 0.1
H 3.03563 -0.08823 7.71811 0.1 0.1 0.1
H 2.94827 -1.33365 6.46460 0.1 -0.1 0.0
H 1.46491 -2.96689 2.31066 0.0 -0.1 0.1
H 3.61554 1.63566 5.93610 0.1 0.1 0.1
H 2.07242 0.80510 -6.62476 0.1 0.0 -0.1
H -3.57754 -2.44753 -3.64204 0.2 0.1 0.1
H 2.53945 3.82213 0.89262 0.1 0.0 0.0
H -3.14315 0.10105 -0.65859 0.0 -0.1 0.0
H -1.75309 -0.67349 0.12102 -0.1 0.0 -0.1
H 1.58423 2.03471 7.45725 0.1 0.0 0.1
H -2.72074 2.01671 -2.27577 -0.1 0.1 0.0
H 1.38180 2.82031 0.01879 0.0 -0.1 -0.2
H 0.50284 0.13307 -6.17890 -0.1 -0.1 -0.1
H 1.71082 0.02755 -2.96630 0.1 0.0 0.0
H -1.40513 2.68080 -4.20540 0.0 0.1 -0.1
H -0.45876 2.45923 -6.26151 -0.1 0.0 -0.1
H 0.44053 4.30468 3.95086 -0.1 0.0 0.1
H 2.25293 3.25275 -3.78856 0.0 0.1 0.1
H 0.38136 5.39522 2.56530 -0.1 0.1 0.0
H 1.57500 -1.07059 7.54419 -0.1 0.0 0.1
H 3.01066 1.66242 -3.83210 0.1 -0.1 0.1
H -1.24651 3.08999 2.75257 -0.1 0.0 0.0
H -2.25961 -3.47465 2.50238 -0.1 0.0 0.1
H -2.44890 -5.24610 -3.46793 -0.1 -0.1 0.1
H 1.04897 4.53116 0.26843 -0.1 0.1 -0.1
H -4.19377 1.46087 0.89998 -0.1 0.0 0.0
H 0.27538 3.75833 -5.30418 -0.1 0.1 0.0
H -1.13928 3.65302 1.07700 0.0 0.0 -0.1
H 1.12639 -2.88789 -0.02222 0.1 0.0 0.0
H 0.91493 -2.76930 -6.08414 0.1 0.1 -0.1
```
Forces are in eV/Å.

The LUMO energy is 0.59 eV. As for the total charge: 0. The HOMO-LUMO gap comes out at 8.99 eV.

Atom charges from the natural (NBO) analysis, given in e for atoms 1 to 4: O -0.5009; O -0.6439; O -0.6757; N -0.4331